DFT (the ωB97M-V functional and the def2-TZVPD basis) results for a cluster of 2 separate species, C3H13N2O in total at a distorted geometry.

Summary:
HOMO level in eV: -14.36
Electronic energy in Eh: -306.55336
Energy relative to the best compared isomer or geometry (same formula, charge and spin) in kcal/mol: 51.7
Net charge: +1
E_LUMO in eV: -3.16
Orbital gap in eV: 11.20

Each line ends with the Löwdin charge.
Element x y z (Å)
O -1.07 -3.36 -1.20  -0.059
N -0.73 1.57 -0.98  0.065
N 0.61 1.16 1.11  -0.168
C -0.80 0.08 -0.70  -0.100
C 2.07 1.16 1.52  -0.029
C 0.15 -0.11 0.63  -0.182
H 2.54 1.37 0.54  0.099
H 2.38 0.17 1.74  0.064
H 0.17 1.79 -0.31  0.146
H -0.70 1.88 -1.98  0.169
H -0.32 -3.92 -1.33  0.022
H -0.42 -0.32 -1.75  0.156
H -1.44 2.18 -0.56  0.149
H -1.93 -0.15 -0.61  0.141
H 2.16 1.83 2.37  0.099
H 0.82 -0.79 0.22  0.090
H -0.46 -0.51 1.47  0.140
H -1.80 -3.75 -1.72  0.056
H -0.02 1.26 1.94  0.143


DFT (the ωB97M-V functional and the def2-TZVPD basis) results for a structure of composition C32H39ClN5O2SbTi at a distorted geometry.

Summary:
HOMO level (alpha / beta) in eV: -13.49 / -13.49
Electronic energy in Eh: -3216.36755
Energy relative to the best compared isomer or geometry (same formula, charge and spin) in kcal/mol: 9.8
Net charge: +2
E_LUMO (alpha / beta) in eV: -7.70 / -7.69
Orbital gap (alpha / beta) in eV: 5.79 / 5.80

Each line ends with the Löwdin charge.
Element x y z (Å)
Sb 7.65 12.44 8.61  1.604
Ti 7.57 11.88 11.92  1.134
Cl 7.64 4.92 14.24  0.713
O 9.45 11.16 12.35  -0.109
O 7.19 10.06 11.40  -0.237
N 5.76 13.11 12.17  -0.009
N 6.86 11.32 13.81  -0.013
N 11.26 10.96 13.76  0.202
N 8.21 13.96 12.13  0.113
N 11.89 14.00 15.14  0.190
C 6.06 12.47 15.87  0.043
C 5.93 14.95 7.56  -0.113
C 5.21 14.07 11.37  -0.129
C 5.16 13.43 16.38  -0.041
C 9.25 13.77 12.71  -0.088
C 7.42 6.46 13.45  -0.627
C 9.51 11.23 7.97  -0.652
C 7.16 8.91 12.09  -0.253
C 5.55 13.29 13.62  -0.094
C 7.84 15.49 9.19  -0.123
C 7.15 8.84 13.54  -0.094
C 6.18 9.67 8.23  -0.113
C 11.12 13.62 14.35  -0.200
C 7.11 10.11 14.26  -0.004
C 5.80 11.38 6.30  -0.100
C 7.43 6.49 12.01  -0.010
C 10.36 13.15 13.24  -0.169
C 9.49 9.81 8.63  -0.099
C 7.37 14.70 7.96  -0.657
C 4.40 15.10 11.82  -0.003
C 10.57 12.17 8.64  -0.162
C 9.76 11.18 6.43  -0.090
C 8.24 14.87 6.75  -0.134
C 6.15 12.37 14.50  -0.197
C 4.58 14.38 15.60  0.028
C 4.53 11.57 8.46  -0.114
C 4.11 15.19 13.20  0.049
C 7.31 7.72 11.34  0.030
C 7.25 7.57 14.24  -0.033
C 4.69 14.35 14.13  -0.106
C 10.35 11.71 13.04  -0.427
C 5.83 11.08 7.78  -0.610
H 10.66 13.13 8.12  0.065
H 10.27 12.42 9.69  0.032
H 7.24 9.97 15.38  0.155
H 10.79 10.70 6.37  0.115
H 11.57 11.56 8.74  0.128
H 8.98 10.62 5.91  0.068
H 5.48 12.39 6.09  0.063
H 4.80 13.35 17.38  0.121
H 4.58 11.52 9.54  0.051
H 5.60 14.41 6.63  0.092
H 7.05 9.28 7.75  0.040
H 12.15 11.34 14.16  0.153
H 6.55 11.71 16.49  0.129
H 8.15 15.86 6.28  0.107
H 7.13 7.71 10.28  0.111
H 5.25 9.04 8.04  0.118
H 8.91 15.33 9.31  0.074
H 3.47 16.03 13.52  0.146
H 3.92 15.73 11.11  0.115
H 9.18 9.71 9.71  0.074
H 9.77 12.18 5.93  0.085
H 5.20 14.85 8.34  0.048
H 10.57 9.53 8.64  0.092
H 7.70 16.58 8.92  0.112
H 5.46 13.96 10.29  0.076
H 6.74 11.21 5.84  0.049
H 11.23 9.93 13.55  0.149
H 3.96 15.16 15.99  0.124
H 7.38 5.53 11.55  0.112
H 6.29 9.59 9.37  0.068
H 5.79 16.01 7.28  0.109
H 8.05 14.11 5.97  0.084
H 3.66 10.90 8.14  0.123
H 9.31 14.76 7.01  0.078
H 7.15 15.27 10.07  0.056
H 4.35 12.62 8.26  0.057
H 7.24 7.55 15.36  0.140
H 5.06 10.75 5.84  0.097
H 8.95 9.15 7.88  0.084


DFT (the ωB97M-V functional and the def2-TZVPD basis) results for a cluster of 35 separate species, H70O35 in total at a distorted geometry.

Summary:
HOMO level in eV: -10.14
Electronic energy in Eh: -2675.42025
Energy relative to the best compared isomer or geometry (same formula, charge and spin) in kcal/mol: 108.2
E_LUMO in eV: -0.92
Orbital gap in eV: 9.22

Each line ends with the Löwdin charge.
Element x y z (Å)
O -0.63 -4.58 -2.96  -0.037
O -1.79 -1.06 3.17  -0.033
O -0.79 5.53 -1.66  -0.043
O -2.85 -3.78 3.61  -0.048
O 1.75 -0.94 -3.28  -0.046
O -3.40 -3.19 -3.01  -0.026
O -0.41 2.32 -3.39  -0.030
O -5.05 1.95 -2.83  -0.054
O -0.17 -0.03 0.34  -0.031
O 3.34 -0.35 2.73  -0.006
O 1.76 -1.79 1.36  -0.050
O -2.08 0.58 -4.91  -0.046
O -2.67 -1.54 0.56  -0.033
O -5.74 -0.66 -1.18  -0.055
O 0.70 -0.62 4.15  -0.024
O -2.21 1.59 1.16  -0.047
O -0.84 -1.24 -2.96  -0.023
O -4.81 0.63 1.20  -0.022
O 2.18 1.44 -4.62  -0.046
O 3.03 2.15 -1.81  -0.004
O 3.01 -0.10 -0.60  -0.055
O 5.16 -0.37 -2.31  -0.048
O -2.93 0.70 -1.59  -0.032
O -0.56 3.01 -0.62  -0.041
O 2.33 2.26 4.42  -0.039
O 4.84 -3.16 1.31  -0.046
O 2.22 -4.56 1.75  -0.050
O -1.18 3.34 3.62  -0.085
O 2.76 -3.49 -1.69  -0.023
O 3.93 3.60 2.36  -0.059
O 1.18 -3.61 4.14  -0.044
O -1.55 -4.72 0.21  -0.022
O -2.01 4.89 1.31  -0.026
O 0.64 2.29 2.14  -0.027
O 1.81 4.51 0.70  -0.018
H 0.55 -0.04 4.89  0.072
H -2.96 0.78 -0.63  0.010
H -0.45 2.82 3.28  -0.047
H 2.26 -1.27 1.98  -0.025
H -4.76 1.33 1.85  0.051
H -0.55 4.64 -1.38  -0.039
H -2.40 -2.94 3.45  -0.023
H 2.54 -0.73 -1.15  0.009
H 1.84 -3.74 1.43  -0.003
H -4.05 -2.81 -2.41  0.039
H -2.82 1.04 -5.31  0.047
H -2.86 5.31 1.20  0.063
H 2.93 0.73 -1.06  -0.026
H 0.33 1.75 -3.18  0.013
H -2.36 -2.39 0.23  0.020
H 2.74 1.67 5.04  0.046
H 1.78 -3.69 3.40  -0.023
H -1.78 4.57 0.44  0.003
H -1.53 3.80 2.85  -0.031
H -1.47 -0.73 -3.48  0.019
H -3.81 -3.11 -3.87  0.052
H 3.54 3.99 1.58  -0.014
H -2.63 -4.31 2.85  0.012
H 3.23 3.07 2.74  -0.025
H -5.88 -0.69 -0.23  0.012
H -2.03 -5.51 0.43  0.055
H 0.56 -0.45 0.79  0.005
H -0.99 -1.10 3.69  0.015
H 1.54 -0.33 3.78  0.013
H -1.30 2.77 -0.06  0.024
H -5.28 1.70 -3.73  0.026
H 1.92 -1.58 -3.98  0.065
H 2.13 1.07 -5.50  0.057
H -1.17 -2.13 -3.00  0.030
H -2.08 0.31 -1.78  0.015
H -4.94 -0.14 -1.28  -0.027
H -4.42 1.30 -2.55  -0.037
H 3.91 0.06 2.07  0.083
H 4.72 -0.46 -1.47  -0.008
H -1.69 0.79 1.10  -0.006
H 2.88 1.96 -2.74  0.027
H 2.07 3.02 4.93  0.063
H -2.39 -1.53 1.48  -0.015
H 3.16 -3.64 -2.55  0.050
H 0.09 -4.76 -2.34  0.007
H 4.39 -3.23 0.47  0.002
H -2.83 1.42 1.87  0.036
H -2.41 -0.57 3.71  0.079
H 1.03 2.94 1.55  0.010
H 3.94 -0.77 3.34  0.090
H 2.31 0.68 -4.05  -0.020
H 2.22 -4.26 -1.54  0.025
H 4.31 -3.68 1.91  0.012
H 0.05 5.98 -1.74  0.030
H 3.08 3.10 -1.76  0.068
H -4.17 -0.02 1.48  0.014
H 0.74 -2.77 4.01  -0.012
H 2.54 -5.00 0.97  0.044
H -0.29 -0.54 -0.46  0.041
H -0.63 -4.97 0.27  0.032
H 4.92 -1.16 -2.80  0.019
H 0.21 2.76 -0.12  0.032
H -1.35 -4.29 -2.40  -0.007
H 0.79 -0.88 -3.23  -0.009
H 2.17 -1.63 0.51  0.017
H -1.64 1.26 -4.39  -0.009
H -0.58 2.79 -2.57  0.006
H 1.16 5.21 0.79  0.076
H 2.28 4.74 -0.10  0.062
H 0.66 1.48 1.64  0.033


DFT (the ωB97M-V functional and the def2-TZVPD basis) results for the molecule C3H8N4 at a distorted geometry.

Summary:
HOMO level (alpha / beta) in eV: -8.21 / -8.21
Electronic energy in Eh: -337.98784
Energy relative to the best compared isomer or geometry (same formula, charge and spin) in kcal/mol: 104.1
E_LUMO (alpha / beta) in eV: 0.20 / 0.20
Orbital gap (alpha / beta) in eV: 8.41 / 8.41
SMILES: [H]/N=C(C)/C=N\NN

Each line ends with the Löwdin charge.
Element x y z (Å)
N 0.44 1.40 -0.30  0.133
N -2.50 0.37 -0.43  0.028
N -1.80 0.28 0.80  -0.222
N -1.16 -0.81 1.32  0.055
C -0.15 -0.81 0.47  -0.164
C 2.19 -0.33 -0.27  -0.055
C 0.82 0.22 0.02  -0.412
H 1.23 2.00 -0.56  0.055
H 2.58 -0.85 0.61  0.081
H 2.89 0.45 -0.57  0.074
H 0.24 -1.83 0.30  0.093
H -2.27 0.84 1.50  0.117
H -2.82 -0.56 -0.67  0.077
H 2.15 -1.08 -1.08  0.085
H -1.83 0.69 -1.14  0.055


DFT (the ωB97M-V functional and the def2-TZVPD basis) results for a cluster of 5 separate species, C18H33N5O6 in total at a distorted geometry.

Summary:
HOMO level in eV: -9.27
Electronic energy in Eh: -1430.38743
Energy relative to the best compared isomer or geometry (same formula, charge and spin) in kcal/mol: 199.5
E_LUMO in eV: -0.84
Orbital gap in eV: 8.43
SMILES: O=[N+]([O-])c1ccccc1.CN(C)C=O.CN(C)C=O.CN(C)C=O.CN(C)C=O

Each line ends with the Löwdin charge.
Element x y z (Å)
O -1.13 -7.42 1.97  0.003
O 0.42 0.98 2.73  -0.009
O -2.33 -6.63 0.39  0.096
O -0.77 -3.67 -4.65  -0.002
O 0.54 2.43 -2.30  -0.036
O -0.22 4.27 4.20  -0.059
N 0.01 -0.41 0.98  -0.176
N 1.26 3.68 -0.58  -0.195
N -2.48 4.49 3.64  -0.151
N -1.32 -6.59 0.98  -0.350
N 0.23 -1.70 -4.32  -0.198
C 1.46 3.85 0.88  0.017
C 2.27 -4.34 -0.20  -0.094
C 1.79 4.69 -1.41  -0.044
C 1.45 -4.73 -1.22  -0.074
C 0.13 -5.45 -0.92  0.073
C -2.49 6.02 3.75  0.014
C 0.68 2.65 -1.09  -0.383
C -3.69 3.92 3.21  -0.084
C 0.80 -5.25 1.66  0.032
C -0.87 -1.18 0.10  -0.065
C 2.15 -4.56 1.33  0.078
C 1.45 -0.76 0.74  -0.034
C -0.35 0.42 1.94  -0.381
C -0.76 -2.60 -4.06  -0.343
C 1.53 -2.21 -4.81  -0.044
C -0.11 -5.72 0.62  -0.085
C 0.18 -0.30 -3.88  -0.092
C -1.37 3.80 3.78  -0.283
H 1.60 -4.58 -2.29  0.082
H -1.35 2.85 3.60  0.062
H 1.26 0.06 -3.43  0.130
H -1.59 -2.17 -3.41  0.145
H -1.51 0.54 2.05  0.158
H 1.99 4.66 1.20  0.067
H -0.25 0.60 -4.55  0.132
H -4.60 4.50 2.73  0.147
H 0.78 5.12 -1.73  0.134
H 1.95 2.96 1.30  0.091
H 1.87 0.02 0.21  0.029
H -0.52 -5.99 -1.87  0.176
H 1.74 -1.77 0.23  0.101
H -1.59 -0.45 -0.52  0.125
H -4.04 3.21 3.87  0.062
H -0.41 -0.27 -3.05  -0.006
H -0.67 -1.69 -0.69  -0.033
H -1.76 6.40 3.04  0.083
H 1.33 -2.48 -5.94  0.130
H 0.51 -5.50 2.55  0.026
H -3.47 6.54 3.57  0.103
H 0.50 3.63 1.20  0.054
H 3.06 -3.99 -0.47  -0.015
H -2.22 6.28 4.70  0.044
H -1.56 -1.97 0.82  0.160
H 0.14 1.88 -0.39  0.152
H 2.64 -4.04 2.08  0.056
H 2.26 -1.43 -4.88  0.066
H 2.51 4.22 -2.18  0.130
H 1.83 -3.04 -4.22  0.053
H 2.22 -0.63 1.65  0.129
H -3.41 3.40 2.36  0.051
H 2.33 5.46 -1.00  0.044


DFT (the ωB97M-V functional and the def2-TZVPD basis) results for a cluster of 2 separate species, C5H10N3O2S in total at a distorted geometry.

Summary:
HOMO level (alpha / beta) in eV: -14.17 / -12.15
Electronic energy in Eh: -909.07045
Energy relative to the best compared isomer or geometry (same formula, charge and spin) in kcal/mol: 89.7
Net charge: +1
E_LUMO (alpha / beta) in eV: -4.47 / -7.60
Orbital gap (alpha / beta) in eV: 9.69 / 4.55

Each line ends with the Löwdin charge.
Element x y z (Å)
S 1.64 1.46 4.57  0.746
O 2.43 1.32 3.34  -0.397
O 0.32 2.02 4.60  -0.345
N 0.29 -1.02 0.43  0.163
N 1.49 -0.05 5.25  -0.060
N 0.14 0.61 -1.01  -0.052
C -1.98 -0.59 -0.15  0.048
C -0.53 1.67 -1.82  0.064
C 1.47 0.55 -0.76  0.126
C -0.52 -0.29 -0.24  -0.317
C 1.54 -0.51 0.21  0.066
H 2.23 -0.70 5.24  0.054
H -2.20 -0.59 0.90  0.102
H -2.62 0.21 -0.73  0.121
H 2.35 -1.04 0.66  0.131
H -2.36 -1.47 -0.59  0.087
H 2.13 0.93 -1.44  0.130
H -1.49 1.11 -2.02  0.103
H 1.06 -0.03 6.08  0.008
H 0.20 1.87 -2.63  0.115
H -0.70 2.53 -1.20  0.107


DFT (the ωB97M-V functional and the def2-TZVPD basis) results for a cluster of 2 separate species, C2H8N4O in total at a distorted geometry.

Summary:
HOMO level (alpha / beta) in eV: -18.26 / -17.81
Electronic energy in Eh: -374.44988
Energy relative to the best compared isomer or geometry (same formula, charge and spin) in kcal/mol: 80.5
Net charge: +2
E_LUMO (alpha / beta) in eV: -10.28 / -11.09
Orbital gap (alpha / beta) in eV: 7.99 / 6.72

Each line ends with the Löwdin charge.
Element x y z (Å)
O -2.89 -0.89 0.35  0.133
N -2.50 0.03 -0.40  0.187
N 1.25 -0.68 1.28  0.239
N 1.66 -0.52 -0.99  0.235
N -0.16 2.08 0.19  0.236
C 1.04 -0.10 0.11  -0.362
C -0.03 0.84 0.00  0.021
H 1.92 -1.43 1.38  0.159
H 0.60 2.72 0.46  0.182
H -1.08 2.53 0.09  0.160
H 0.79 -0.37 2.13  0.153
H 2.34 -1.26 -0.94  0.158
H 1.53 -0.07 -1.88  0.152
H -2.52 -0.15 -1.42  0.137
H -3.20 -1.76 -0.03  0.209


DFT (the ωB97M-V functional and the def2-TZVPD basis) results for a structure of composition C28H28BiN2Si at a distorted geometry.

Summary:
HOMO level (alpha / beta) in eV: -7.72 / -7.99
Electronic energy in Eh: -1696.96758
Energy relative to the best compared isomer or geometry (same formula, charge and spin) in kcal/mol: 11.4
Net charge: +1
E_LUMO (alpha / beta) in eV: -3.20 / -3.16
Orbital gap (alpha / beta) in eV: 4.51 / 4.83

Each line ends with the Löwdin charge.
Element x y z (Å)
Bi -0.49 0.23 0.17  1.627
Si -5.80 0.57 -0.97  0.722
N 0.62 1.21 1.91  -0.159
N 0.91 1.89 -0.62  -0.139
C 1.95 3.03 -2.46  -0.058
C 1.03 2.12 -1.96  -0.145
C 2.62 3.53 -0.20  -0.001
C 0.93 -1.58 -1.63  -0.237
C 1.15 1.24 4.24  -0.058
C -7.08 -1.35 -2.55  -0.085
C -3.93 0.94 -0.60  -0.198
C -6.01 -0.43 -2.50  -0.291
C -7.46 0.57 1.29  -0.095
C 1.70 2.59 0.27  -0.222
C -6.22 -1.49 1.00  -0.089
C 0.06 -2.29 -0.74  -0.347
C -8.07 0.04 2.43  -0.066
C 0.66 -2.28 0.57  -0.292
C 1.91 -1.60 0.46  -0.209
C -5.11 -0.38 -3.59  -0.097
C -7.18 -2.26 -3.61  -0.063
C 1.53 2.22 1.66  -0.220
C 0.42 0.74 3.17  -0.145
C 2.08 2.26 4.02  -0.045
C -6.53 -0.19 0.55  -0.306
C 2.07 -1.17 -0.88  -0.198
C -7.74 -1.24 2.89  -0.058
C 2.76 3.75 -1.57  -0.047
C -5.17 -1.37 -4.59  -0.069
C -6.20 -2.31 -4.61  -0.055
C -6.83 -2.01 2.16  -0.068
C 2.26 2.76 2.72  0.002
H 2.67 2.66 4.85  0.113
H -8.21 -1.64 3.80  0.119
H -4.35 0.41 -3.66  0.105
H -4.29 1.91 -0.19  0.099
H -8.81 0.64 2.97  0.113
H 2.95 -0.67 -1.28  0.098
H -5.50 -2.12 0.44  0.113
H -3.94 0.07 0.07  0.075
H 3.22 4.06 0.54  0.110
H -2.83 1.28 -0.56  -0.031
H -8.03 -2.95 -3.64  0.113
H -6.25 -3.07 -5.40  0.118
H -4.40 -1.40 -5.36  0.112
H 0.29 -2.82 1.44  0.086
H -3.86 0.68 -1.69  0.080
H -7.70 1.59 0.94  0.104
H -0.34 -0.03 3.29  0.108
H -6.05 2.05 -1.17  0.037
H 2.98 3.55 2.50  0.109
H 0.37 1.55 -2.61  0.104
H 2.03 3.15 -3.53  0.109
H -7.83 -1.37 -1.74  0.112
H 3.49 4.46 -1.95  0.113
H 0.80 -1.47 -2.71  0.088
H -6.58 -3.02 2.50  0.112
H 0.98 0.82 5.22  0.110
H 2.64 -1.50 1.26  0.097
H -0.85 -2.83 -1.03  0.082


Q: What is the electronic energy in the fourth record?
A: -337.98784 Eh